1.
This record from the Open Molecules 2025 dataset describes 2 unconnected molecules or ions with the total composition C29H53ClN4O5. The level of theory is ωB97M-V/def2-TZVPD.

```
92
Properties=species:S:1:pos:R:3:lowdin_charge:R:1
C 4.50 3.58 1.36 -0.135
C 3.82 5.00 1.72 -0.263
C 2.42 5.24 0.95 -0.217
C 1.14 4.71 1.77 -0.206
C -0.11 4.30 0.83 -0.229
C -1.08 5.56 0.64 -0.209
C -2.37 5.28 -0.27 -0.207
C -2.69 3.72 -0.53 -0.238
C -4.20 3.57 -1.05 -0.206
C -4.66 2.08 -1.43 -0.203
C -3.45 1.10 -1.91 -0.202
C -2.89 0.36 -0.60 -0.193
C -2.23 -1.09 -0.93 -0.149
C -0.66 -1.18 -0.65 -0.183
N -0.37 -2.62 -1.06 0.067
C 0.35 -3.38 0.00 -0.107
N 1.21 -4.38 -0.18 0.105
O 1.46 -4.78 -1.46 -0.077
C 2.67 -4.08 -1.89 -0.122
C 2.73 -3.77 -3.46 -0.275
C 1.34 -3.98 -4.23 -0.086
C 3.20 -2.23 -3.66 -0.377
C 4.80 -2.07 -3.47 -0.101
C 2.87 -1.68 -5.14 -0.103
N -0.05 -2.75 1.26 0.012
C -1.16 -3.37 2.01 -0.152
C -2.59 -2.83 2.16 0.008
C -3.56 -3.65 3.04 -0.098
N -3.30 -4.87 3.74 0.032
C -1.99 -5.37 3.56 -0.127
C -0.84 -4.73 2.73 0.007
C -0.12 -1.31 0.88 -0.208
C -0.55 -0.20 1.97 -0.166
C 0.60 0.94 2.05 -0.109
H 4.91 3.61 0.30 0.070
H 5.34 3.38 2.13 0.074
H 3.72 2.75 1.47 0.063
H 4.55 5.81 1.38 0.099
H 3.73 5.08 2.86 0.104
H 2.51 4.74 -0.08 0.110
H 2.31 6.37 0.82 0.104
H 1.40 3.89 2.52 0.100
H 0.77 5.61 2.40 0.110
H 0.20 3.83 -0.16 0.110
H -0.70 3.50 1.41 0.085
H -0.45 6.36 0.10 0.111
H -1.36 6.04 1.65 0.116
H -3.29 5.82 0.15 0.110
H -2.18 5.78 -1.30 0.114
H -1.90 3.36 -1.29 0.109
H -2.59 3.11 0.43 0.109
H -4.36 4.29 -1.92 0.113
H -4.87 3.91 -0.18 0.117
H -5.40 2.11 -2.30 0.103
H -5.22 1.56 -0.57 0.108
H -3.92 0.32 -2.61 0.109
H -2.67 1.70 -2.49 0.108
H -2.06 1.01 -0.17 0.089
H -3.72 0.16 0.17 0.115
H -2.82 -1.96 -0.47 0.111
H -2.36 -1.22 -2.07 0.116
H 0.07 -0.61 -1.33 0.156
H -1.22 -3.20 -1.19 0.135
H 1.65 -4.78 0.65 0.198
H 3.56 -4.74 -1.55 0.142
H 2.81 -3.08 -1.33 0.132
H 3.55 -4.41 -3.94 0.146
H 1.61 -4.17 -5.34 0.086
H 0.65 -3.07 -4.20 0.086
H 0.73 -4.89 -3.90 0.080
H 2.68 -1.52 -2.92 0.132
H 5.02 -0.94 -3.51 0.081
H 5.38 -2.55 -4.33 0.092
H 5.13 -2.43 -2.43 0.078
H 1.79 -1.30 -5.13 0.078
H 3.03 -2.52 -5.89 0.086
H 3.54 -0.78 -5.37 0.084
H -2.90 -1.86 1.67 0.081
H -4.62 -3.21 3.16 0.114
H -1.73 -6.35 4.10 0.115
H 0.18 -5.22 2.66 0.084
H 1.00 -1.06 0.74 0.142
H -1.60 0.22 1.84 0.103
H -0.53 -0.70 3.01 0.085
H 0.29 1.82 2.72 0.073
H 1.51 0.45 2.56 0.094
H 0.92 1.25 1.00 0.071
O -0.80 -1.98 4.19 -0.420
Cl -1.25 -2.47 5.47 0.669
O -0.47 -1.86 6.53 -0.346
O -1.07 -3.90 5.50 -0.369
O -2.65 -2.14 5.65 -0.355
```

LUMO: -1.35 eV
Total charge: 0
Frontier orbital gap: 0.248 hartree
Strongest force on any atom: 5.040 eV/A

2.
This record from the Open Molecules 2025 dataset describes a molecular structure, C3H3FO4Pd. The level of theory is ωB97M-V/def2-TZVPD.

```
12
Properties=species:S:1:pos:R:3:mulliken_spin:R:1
C -1.01 -2.22 0.52 -0.001
C 0.00 -1.62 -0.41 0.021
O 0.31 -0.35 -0.11 0.882
O -1.47 -3.37 0.46 0.008
H -1.51 -1.64 1.31 -0.002
H -0.38 -1.72 -1.46 0.045
H 0.91 -2.27 -0.42 0.048
F -0.94 -4.09 -0.61 0.000
C 0.31 2.82 -0.36 0.057
O 0.94 3.73 -0.02 -0.054
Pd 1.25 6.13 0.35 1.414
O 1.60 4.61 0.76 0.583
```

LUMO (alpha / beta): -15.17 / -17.59 eV
Total charge: +3
Frontier orbital gap (alpha / beta): 0.271 / 0.157 hartree
Multiplicity: 4
Strongest force on any atom: 13.314 eV/A
⟨S²⟩: 3.76

3.
This record from the Open Molecules 2025 dataset describes 10 unconnected molecules or ions with the total composition C16H52O10. The level of theory is ωB97M-V/def2-TZVPD.

```
78
Properties=species:S:1:pos:R:3:lowdin_charge:R:1
C -1.11 2.33 5.45 -0.083
C -0.36 1.09 5.54 -0.512
C 0.56 0.98 6.75 -0.043
O -1.32 -0.01 5.68 -0.076
H -0.58 3.24 5.18 0.090
H -1.76 2.52 6.32 0.098
H -1.84 2.25 4.63 0.084
H 0.17 1.04 4.58 0.138
H -0.17 1.15 7.61 0.106
H 1.28 1.81 6.86 0.084
H 1.12 0.04 6.87 0.079
H -1.72 -0.14 4.81 0.093
C 0.55 0.73 0.48 -0.055
C -0.63 0.08 -0.20 -0.451
C -0.48 -0.02 -1.71 -0.052
O -0.96 -1.23 0.42 -0.103
H 1.39 0.00 0.58 0.076
H 0.15 1.11 1.48 0.091
H 0.93 1.60 -0.06 0.067
H -1.52 0.70 0.03 0.124
H -0.20 0.94 -2.11 0.062
H -1.43 -0.31 -2.14 0.080
H 0.26 -0.77 -2.00 0.067
H -0.47 -1.82 -0.20 0.058
C -0.60 4.43 -2.62 -0.070
C -1.61 3.94 -3.64 -0.463
C -1.74 4.87 -4.86 -0.058
O -1.33 2.54 -4.00 -0.078
H 0.47 4.29 -2.92 0.096
H -0.76 3.81 -1.72 0.075
H -0.74 5.49 -2.45 0.071
H -2.61 3.88 -3.20 0.133
H -2.22 5.81 -4.65 0.074
H -2.34 4.33 -5.60 0.079
H -0.83 5.07 -5.37 0.065
H -0.71 2.49 -4.73 0.036
C 2.51 -3.40 -0.55 -0.141
O 1.52 -2.53 -0.01 -0.130
H 2.39 -3.55 -1.60 0.063
H 3.55 -3.04 -0.42 0.086
H 2.53 -4.38 -0.07 0.077
H 1.63 -2.47 0.93 0.032
C -1.05 -3.71 -2.80 -0.179
O -1.21 -4.24 -4.10 -0.117
H -0.29 -2.88 -2.94 0.087
H -1.97 -3.32 -2.38 0.071
H -0.62 -4.41 -2.09 0.074
H -1.42 -5.17 -4.01 0.075
C -0.79 -2.90 3.88 -0.152
O -0.08 -1.69 3.98 -0.137
H -1.65 -3.04 4.58 0.099
H -1.20 -2.90 2.85 0.083
H -0.20 -3.78 4.00 0.054
H -0.28 -1.25 4.81 0.032
C 3.33 -2.80 3.17 -0.139
O 2.71 -1.69 2.52 -0.132
H 3.99 -3.21 2.42 0.065
H 3.92 -2.59 4.07 0.081
H 2.63 -3.60 3.42 0.078
H 1.78 -1.69 2.77 0.043
C -3.54 -0.40 1.97 -0.152
O -4.54 -0.72 2.95 -0.130
H -2.56 -0.81 2.21 0.054
H -3.79 -0.82 1.02 0.073
H -3.45 0.66 1.89 0.064
H -5.38 -0.98 2.54 0.077
C 0.01 0.48 -6.86 -0.133
O 0.53 1.57 -6.08 -0.143
H -1.07 0.65 -6.92 0.086
H 0.47 0.47 -7.87 0.087
H 0.14 -0.45 -6.35 0.068
H 1.37 1.23 -5.73 0.087
C 3.80 0.56 -2.18 -0.123
O 4.21 1.30 -3.38 -0.125
H 2.72 0.62 -2.00 0.063
H 4.00 -0.49 -2.30 0.064
H 4.28 0.88 -1.29 0.066
H 4.23 2.23 -3.16 0.062
```

LUMO: 0.57 eV
Total charge: 0
Frontier orbital gap: 0.384 hartree
Strongest force on any atom: 3.107 eV/A
Energy above the lowest of the compared OMol25 structures with the same formula, charge and spin: 4.445 eV

4.
This record from the Open Molecules 2025 dataset describes a molecular structure, C12H15Cl5N3NiS. The level of theory is ωB97M-V/def2-TZVPD.

```
37
Properties=species:S:1:pos:R:3:mulliken_spin:R:1
Ni 0.02 0.44 0.35 0.914
N 2.14 0.24 0.00 0.022
N 2.82 1.47 -0.26 0.113
C 2.01 2.61 0.02 0.767
N 2.81 3.78 -0.09 -0.072
S 0.36 2.55 -0.50 0.184
H 2.52 -0.22 0.82 -0.017
H 2.27 -0.36 -0.80 -0.036
H 3.66 1.54 0.30 0.014
H 3.22 3.84 -1.03 0.042
H 2.21 4.59 0.03 0.006
Cl -3.02 -1.70 -1.51 0.003
C -3.14 -0.77 -0.06 0.065
C -2.02 -0.75 0.83 0.077
C -2.22 0.10 1.96 0.014
Cl -0.86 0.50 2.96 0.011
C -3.43 0.74 2.25 0.003
Cl -3.59 1.72 3.66 -0.002
C -4.50 0.63 1.38 0.050
Cl -6.01 1.39 1.72 0.005
C -4.33 -0.11 0.20 -0.015
Cl -5.66 -0.23 -0.90 -0.002
C 1.12 -2.22 2.14 -0.006
C -0.27 -2.54 1.59 -0.012
C -0.14 -3.86 0.81 0.000
C -1.22 -2.83 2.76 -0.001
C -0.81 -1.50 0.58 -0.148
H 1.45 -2.99 2.85 -0.002
H 1.14 -1.25 2.64 0.008
H 1.85 -2.20 1.32 0.000
H 0.31 -4.65 1.44 0.000
H 0.50 -3.73 -0.06 0.000
H -1.11 -4.21 0.46 -0.001
H -0.85 -3.68 3.34 0.000
H -2.22 -3.08 2.39 -0.001
H -1.32 -1.99 3.44 0.000
H -0.87 -1.96 -0.40 0.017
```

LUMO (alpha / beta): 2.68 / 2.67 eV
Total charge: -1
Frontier orbital gap (alpha / beta): 0.177 / 0.233 hartree
Multiplicity: 3
Strongest force on any atom: 0.950 eV/A
⟨S²⟩: 2.02

5.
This record from the Open Molecules 2025 dataset describes a single C4H7NO2 molecule. The level of theory is ωB97M-V/def2-TZVPD.

```
14
Properties=species:S:1:pos:R:3:lowdin_charge:R:1
O -2.39 -1.44 -0.55 0.013
C -1.51 -0.91 0.28 -0.038
C -0.22 -0.77 -0.51 -0.208
N 0.65 0.22 0.08 -0.171
C 0.13 1.57 0.19 -0.042
C 1.89 -0.08 0.53 -0.330
O 2.67 0.71 1.03 0.015
H -3.22 -1.56 -0.07 0.106
H -0.77 1.57 0.82 0.082
H 0.26 -1.75 -0.47 0.129
H -0.42 -0.55 -1.57 0.130
H 0.90 2.19 0.64 0.087
H -0.13 1.96 -0.80 0.094
H 2.14 -1.15 0.40 0.134
```

LUMO: 0.48 eV
Total charge: 0
Frontier orbital gap: 0.349 hartree
Strongest force on any atom: 0.499 eV/A
Energy above the lowest of the compared OMol25 structures with the same formula, charge and spin: 3.240 eV

Q: Among the records above, which one has the highest total charge?
A: C3H3FO4Pd

Q: Look up the total charge of the third one.
A: 0

Q: Number 2 is which compound?
A: C3H3FO4Pd